DFT (ωB97M-V with the def2-TZVPD basis set) results for C15H23NO in the gas phase.

Last columns: bonded neighbours and bond lengths (Å).
CARTESIAN COORDINATES (ANGSTROEM)
1 C -3.731 1.487 -5.425  C2 1.524, H18 1.088, H19 1.088, H20 1.087
2 C -2.224 1.684 -5.302  C1 1.524, C3 1.528, H21 1.092, H22 1.093
3 C -1.632 1.036 -4.051  C2 1.528, C4 1.534, H23 1.093, H24 1.093
4 C -2.083 1.711 -2.749  C3 1.534, C5 1.501, H25 1.091, H26 1.092
5 C -1.391 1.086 -1.573  C4 1.501, C6 1.389, C17 1.389
6 C -0.148 1.541 -1.151  C5 1.389, C7 1.382, H27 1.081
7 C 0.520 0.947 -0.098  C6 1.382, C8 1.391, H28 1.077
8 C -0.054 -0.134 0.563  C7 1.391, N9 1.400, C16 1.393
9 N 0.559 -0.787 1.639  C8 1.400, C10 1.364, H29 1.011
10 C 1.762 -0.534 2.230  N9 1.364, O11 1.210, C12 1.529
11 O 2.532 0.331 1.879  C10 1.210
12 C 2.026 -1.452 3.425  C10 1.529, C13 1.532, C14 1.531, H30 1.097
13 C 1.260 -0.889 4.626  C12 1.532, H31 1.087, H32 1.089, H33 1.088
14 C 3.534 -1.529 3.683  C12 1.531, C15 1.523, H34 1.092, H35 1.091
15 C 3.910 -2.553 4.746  C14 1.523, H36 1.087, H37 1.089, H38 1.087
16 C -1.300 -0.599 0.146  C8 1.393, C17 1.381, H39 1.082
17 C -1.955 0.004 -0.909  C5 1.389, C16 1.381, H40 1.081
18 H -3.980 0.429 -5.392  C1 1.088
19 H -4.089 1.893 -6.369  C1 1.088
20 H -4.259 1.992 -4.620  C1 1.087
21 H -1.997 2.752 -5.297  C2 1.092
22 H -1.740 1.248 -6.179  C2 1.093
23 H -1.911 -0.020 -4.020  C3 1.093
24 H -0.542 1.087 -4.106  C3 1.093
25 H -3.163 1.607 -2.637  C4 1.091
26 H -1.842 2.776 -2.799  C4 1.092
27 H 0.308 2.381 -1.655  C6 1.081
28 H 1.482 1.313 0.218  C7 1.077
29 H 0.014 -1.546 2.024  N9 1.011
30 H 1.651 -2.456 3.196  C12 1.097
31 H 1.360 -1.545 5.486  C13 1.087
32 H 0.200 -0.784 4.398  C13 1.089
33 H 1.651 0.092 4.887  C13 1.088
34 H 4.027 -1.789 2.744  C14 1.092
35 H 3.891 -0.540 3.973  C14 1.091
36 H 4.992 -2.626 4.825  C15 1.087
37 H 3.520 -3.536 4.487  C15 1.089
38 H 3.520 -2.273 5.721  C15 1.087
39 H -1.756 -1.438 0.655  C16 1.082
40 H -2.921 -0.369 -1.218  C17 1.081

## Properties
Electronic energy ... -19466.946 eV
Frontier orbital gap ... 8.996 eV